Computed, not measured: one molecule with the formula C3H6N4, with ωB97M-V/def2-TZVPD.

Structure (XYZ):
```
13
Properties=species:S:1:pos:R:3:forces:R:3:mulliken_charge:R:1
C -0.861113 -0.055355 0.034243 0.676 0.688 -0.042 0.33
C -0.389802 1.216292 0.025230 -1.133 1.044 0.046 -0.53
C 1.435072 -0.134221 0.021941 -0.172 -0.765 -0.063 0.21
H -2.611434 -0.907640 0.836466 1.108 0.481 -1.295 0.26
H -2.796083 0.099909 -0.472461 0.356 -0.353 0.102 0.26
H -0.930441 2.209618 0.051352 0.717 -1.627 -0.009 0.32
H 1.654764 1.908267 -0.158418 0.105 0.352 -0.025 0.22
H 2.537059 -1.609748 -0.029414 0.551 0.900 0.114 0.21
H 0.203176 -1.825072 -0.338225 0.210 -0.252 -0.045 0.27
N -2.159837 -0.590140 -0.066870 -1.002 -0.029 1.020 -0.53
N 1.014153 1.170888 0.033685 -0.296 -0.653 0.160 -0.09
N 2.630601 -0.574446 0.007414 0.206 -0.824 -0.243 -0.73
N 0.273884 -0.908358 0.055061 -1.326 1.038 0.280 -0.20
```
Forces are in eV/Å.

ΔE to the lowest compared entry with this formula, charge and spin = 12.51 kcal/mol
energy = -336.929313 hartree
structure (SMILES) = [H]/N=c1/[nH]cc(N)[nH]1